No. 1
2 unconnected molecules or ions with the total composition C8H16N2Si at a distorted geometry, computed with ωB97M-V/def2-TZVPD.

Each line ends with the Mulliken charge.
Cartesian coordinates (Å):
1 C -3.76 -0.75 -0.44  -0.4452
2 C -3.42 0.46 -0.99  -0.3465
3 C -2.65 0.23 1.03  -0.5210
4 C 2.22 1.42 -0.35  -1.2877
5 C 3.00 -0.81 -0.50  -1.1165
6 C 0.80 -0.36 1.57  -1.6331
7 C 1.78 0.06 -0.85  0.2869
8 C 0.55 -0.32 0.02  0.9502
9 N -3.36 -0.81 0.83  -0.4178
10 N -2.66 1.10 -0.02  -0.1176
11 Si -0.13 -2.05 -0.48  -0.1754
12 H -4.42 -1.46 -0.81  0.4669
13 H -3.18 0.78 -1.93  0.4472
14 H 2.30 1.51 0.79  0.2413
15 H 3.30 1.64 -0.78  0.3901
16 H 1.46 2.22 -0.73  0.2537
17 H 3.06 -1.73 -1.09  0.3281
18 H 3.93 -0.23 -0.69  0.4048
19 H 2.86 -1.00 0.62  0.1592
20 H 1.09 0.63 1.92  0.3182
21 H -0.16 -0.54 2.13  0.3845
22 H 1.61 -1.09 1.86  0.4261
23 H 1.59 0.16 -1.96  0.4083
24 H -0.23 0.50 -0.13  -0.2642
25 H -1.94 1.87 -0.09  0.3063
26 H -1.45 -1.80 -0.87  -0.0649
27 H -2.17 0.40 1.93  0.6182

The HOMO-LUMO gap comes out at 0.271 Ha. The value obtained for the LUMO energy is -0.468 eV. Its energy above the lowest of the compared OMol25 structures with the same formula, charge and spin is 123.9 kcal/mol. Its HOMO energy is -0.2880 hartree.


No. 2
3 unconnected molecules or ions with the total composition C2H9NO at a distorted geometry, computed with ωB97M-V/def2-TZVPD.

Each line ends with the Mulliken charge.
Cartesian coordinates (Å):
1 H 2.59 -2.40 3.76  -0.0109
2 H 3.23 -2.01 3.94  0.0106
3 C -1.50 0.64 -0.79  -0.2091
4 C -1.61 2.07 -1.12  -0.2523
5 O -0.47 1.59 -0.45  -0.3672
6 H -1.96 0.30 0.13  0.1901
7 H -1.18 -0.23 -1.35  0.1631
8 H -2.39 2.68 -0.69  0.2515
9 H -1.39 2.33 -2.15  0.2156
10 N 1.00 -1.18 -0.08  -0.6407
11 H 1.17 -0.34 -0.60  0.2222
12 H 0.64 -1.81 -0.79  0.2007
13 H 1.87 -1.63 0.20  0.2265

The HOMO-LUMO gap comes out at 0.416 Ha. The value obtained for the LUMO energy is 1.133 eV. Its energy above the lowest of the compared OMol25 structures with the same formula, charge and spin is 60.5 kcal/mol. As for the structure (SMILES): [H][H].C1CO1.N. Its HOMO energy is -0.3743 hartree.


No. 3
2 unconnected molecules or ions with the total composition C16H19NO3 at a distorted geometry, computed with ωB97M-V/def2-TZVPD.

Each line ends with the Mulliken charge.
Cartesian coordinates (Å):
1 N 4.65 -1.73 -0.43  -0.5940
2 C 5.19 -0.57 -1.28  -0.6138
3 C 4.19 0.70 -1.03  0.4657
4 C 2.84 0.74 -1.72  -0.3856
5 C 1.86 2.05 -1.37  0.3757
6 O 1.16 2.71 -2.30  -0.5464
7 C 1.89 2.50 0.24  0.3741
8 C 0.48 2.93 1.04  -0.4537
9 C -0.72 2.08 0.24  0.2534
10 C -1.81 2.86 -0.73  -0.3448
11 C -2.98 2.07 -1.58  -0.3840
12 C -3.04 0.42 -1.43  -0.3712
13 C -2.00 -0.45 -0.47  -0.2263
14 C -0.86 0.43 0.34  -0.3048
15 C 3.24 2.48 0.93  -0.5410
16 C 4.54 1.97 0.00  0.2275
17 O 5.75 2.57 0.05  -0.5408
18 H 3.79 -2.15 -0.85  0.2693
19 H 4.38 -1.40 0.53  0.2546
20 H 6.28 -0.35 -0.89  0.2622
21 H 5.22 -0.94 -2.41  0.3142
22 H 2.45 -0.10 -2.44  0.3009
23 H 0.46 2.49 2.15  0.2992
24 H 0.31 4.09 1.02  0.3258
25 H -1.78 4.04 -0.86  0.2143
26 H -3.72 2.71 -2.24  0.2860
27 H -3.85 -0.19 -2.04  0.2554
28 H -2.07 -1.63 -0.39  0.2748
29 H -0.10 -0.17 0.99  0.2721
30 H 3.38 2.76 2.07  0.2934
31 C -4.63 -4.24 2.28  -1.0716
32 C -4.34 -2.98 1.48  -0.2047
33 O -3.27 -3.22 0.59  -0.5053
34 H -3.74 -4.55 2.85  0.2784
35 H -5.45 -4.07 2.99  0.3299
36 H -4.89 -5.07 1.62  0.3349
37 H -4.06 -2.16 2.15  0.2865
38 H -5.22 -2.68 0.91  0.2642
39 H -3.53 -3.94 -0.01  0.2756

The HOMO-LUMO gap comes out at 0.257 Ha. The value obtained for the LUMO energy is -1.368 eV. Its energy above the lowest of the compared OMol25 structures with the same formula, charge and spin is 407.3 kcal/mol. As for the structure (SMILES): NCC1=CC(=O)C(Cc2ccccc2)=CC1=O.CCO. Its HOMO energy is -0.3074 hartree.


No. 4
A gas-phase ion, C4H3BrClN2O (charge -1) at a distorted geometry, computed with ωB97M-V/def2-TZVPD.

Each line ends with the Mulliken charge.
Cartesian coordinates (Å):
1 O 1.83 -1.20 1.81  -0.7482
2 N 0.93 -0.60 1.18  0.1724
3 C 0.80 0.69 1.11  -0.4104
4 C -0.22 1.26 0.27  0.0859
5 Cl -0.50 2.94 0.38  -0.2845
6 C -0.75 0.70 -0.83  -0.3697
7 N -0.64 -0.65 -1.08  -0.6107
8 C -0.54 -1.49 -0.12  0.0240
9 Br -1.83 -1.74 1.35  -0.2720
10 H 1.39 1.34 1.61  0.5372
11 H -1.25 1.23 -1.49  0.5761
12 H -0.06 -2.53 -0.37  0.2997

The HOMO-LUMO gap (spin up / spin down) comes out at 0.240 / 0.240 Ha. The value obtained for the LUMO energy (spin up / spin down) is 3.377 / 3.377 eV. The charge is -1. As for the structure (SMILES): [O-]/N=C/C(Cl)=C\N=C/Br. Its HOMO energy (spin up / spin down) is -0.1157 / -0.1157 hartree.


No. 5
A molecular structure, CH13CrO6 at a distorted geometry, computed with ωB97M-V/def2-TZVPD.

Each line ends with the Mulliken spin population.
Cartesian coordinates (Å):
1 Cr 0.06 -0.26 0.24  3.9367
2 C -0.32 0.90 -2.85  -0.0003
3 O 0.15 0.13 -1.84  -0.0012
4 H 0.43 1.43 -3.44  0.0017
5 H -0.82 0.25 -3.57  0.0022
6 H -1.05 1.66 -2.56  -0.0034
7 O 2.14 0.57 0.56  0.0119
8 H 2.53 1.43 0.41  0.0041
9 H 2.52 0.27 1.39  -0.0007
10 O -0.73 1.66 0.87  0.0063
11 H -0.43 2.56 0.81  0.0045
12 H -1.69 1.73 0.87  0.0021
13 O 0.24 -0.53 2.50  -0.0060
14 H 1.11 -0.75 2.82  0.0008
15 H -0.26 -0.28 3.28  0.0018
16 O 0.83 -2.29 0.20  0.0137
17 H 1.59 -2.61 -0.28  0.0032
18 H 0.75 -2.88 0.95  0.0033
19 O -1.99 -0.94 0.04  0.0122
20 H -2.26 -0.81 -0.87  0.0016
21 H -2.79 -1.23 0.48  0.0054

The HOMO-LUMO gap (spin up / spin down) comes out at 0.261 / 0.269 Ha. As for the multiplicity: 5. As for the expectation value of S²: 6.012. The value obtained for the LUMO energy (spin up / spin down) is -3.653 / -3.656 eV. The charge is +1. Its HOMO energy (spin up / spin down) is -0.3957 / -0.4029 hartree.